[1]
A structure of composition C18H21N7STl. Source: the Open Molecules 2025 dataset; level of theory: ωB97M-V/def2-TZVPD.

Summary:
- Highest occupied orbital energy (spin up / spin down): -17.545 / -17.234 eV
- Orbital gap (spin up / spin down): 5.894 / 5.524 eV
- Spin multiplicity: 1
- Energy above the lowest of the compared OMol25 structures with the same formula, charge and spin: 0.000 eV
- Total charge: +3

Last column: Löwdin charge in e.
CARTESIAN COORDINATES (ANGSTROEM)
Tl1 0.0098 0.0747 0.1372  0.9371
S1 1.0489 -1.6136 1.9775  0.7006
N1 0.7072 0.0637 -2.2383  -0.0135
N2 1.4205 -4.1994 1.9433  0.1706
N3 -0.0730 3.6242 1.7246  0.0979
N4 1.0875 -3.2915 -0.1323  0.0310
N5 0.9840 -2.1859 -0.9254  0.0020
N6 -0.1325 5.7996 3.5578  0.1795
N7 -1.6192 6.8468 2.1953  0.3110
C1 -2.7894 0.0942 -1.3300  -0.1053
C2 1.1890 -0.9816 -4.3146  0.0404
C3 1.2002 0.2576 -4.9488  0.0166
C4 1.0346 -2.3294 -2.1950  -0.2280
C5 1.1891 -3.6554 -2.8685  0.0217
C6 0.6177 4.7612 3.7580  -0.0167
C7 -2.2763 -2.1718 -0.6919  -0.0949
C8 0.6740 3.6727 2.8278  -0.0127
C9 -3.0573 0.4033 0.0058  -0.1217
C10 -0.8515 4.6689 1.5110  0.0137
C11 0.7262 1.2476 -2.8439  -0.1116
C12 -2.5190 -1.8600 0.6431  -0.1077
C13 0.9794 1.3958 -4.2003  0.0026
C14 0.9528 -1.0504 -2.9533  -0.2070
C15 -2.4041 -1.1968 -1.6764  -0.0964
C16 -2.9137 -0.5733 0.9941  -0.1186
C17 1.1918 -3.1383 1.1941  -0.7378
C18 -0.8708 5.7898 2.4194  -0.2795
H1 1.3597 2.8552 3.0113  0.1287
H2 1.3880 0.3200 -6.0122  0.1383
H3 -3.1503 -0.3464 2.0256  0.1245
H4 0.9963 2.3807 -4.6444  0.1311
H5 -2.4479 -2.6264 1.4040  0.1229
H6 0.3552 -4.3128 -2.6045  0.1093
H7 -2.2453 -1.4489 -2.7173  0.1230
H8 0.5248 2.1158 -2.2275  0.1116
H9 -2.0254 -3.1882 -0.9693  0.1174
H10 1.2242 4.7351 4.6567  0.1439
H11 1.4683 -4.1131 2.9483  0.1337
H12 1.5761 -5.1199 1.5554  0.1497
H13 -1.6090 7.6016 2.8781  0.1725
H14 1.3848 -1.8713 -4.8928  0.1226
H15 -1.4908 4.6683 0.6349  0.1357
H16 1.2027 -3.5862 -3.9492  0.0846
H17 -2.9365 0.8406 -2.1001  0.1225
H18 -2.1879 6.9588 1.3650  0.1621
H19 2.1231 -4.1354 -2.5635  0.1162
H20 1.1824 -4.2121 -0.5466  0.1601
H21 -3.4406 1.3804 0.2703  0.1166

Cartesian forces (eV/Å) of the 2 atoms listed first:
Tl 0.1 -0.5 -0.3
S 0.0 0.1 0.2

***

[2]
A structure of composition C18H21NO3SiV. Source: the Open Molecules 2025 dataset; level of theory: ωB97M-V/def2-TZVPD.

Summary:
- Highest occupied orbital energy (spin up / spin down): -15.325 / -15.323 eV
- Orbital gap (spin up / spin down): 7.127 / 6.331 eV
- Spin multiplicity: 2
- Energy above the lowest of the compared OMol25 structures with the same formula, charge and spin: 0.000 eV
- Total charge: +2

Last column: Mulliken spin population.
CARTESIAN COORDINATES (ANGSTROEM)
V1 0.0774 0.0987 -0.0546  0.5945
Si1 1.3353 -2.6031 -1.4744  -0.0118
O1 -2.1087 -1.6501 1.1589  0.0102
O2 0.9002 -0.0856 1.6886  -0.0332
O3 -0.5685 1.2431 -1.2390  -0.0123
N1 0.5145 -0.9460 -1.5238  0.2976
C1 -0.4151 0.9075 -2.6040  0.0510
C2 -2.2687 2.7190 -0.3476  -0.0056
C3 -0.1584 3.6278 -1.1432  -0.0091
C4 0.0132 -0.0838 -5.1096  -0.0375
C5 0.1761 -3.8176 -2.3029  0.0101
C6 -0.6506 1.1266 -4.9385  0.1071
C7 -0.6016 4.9045 -0.8452  0.0016
C8 3.0485 -2.2998 -2.1813  0.0069
C9 -1.0083 2.5612 -0.8950  0.0077
C10 3.0895 0.8346 1.0935  -0.0078
C11 -0.8658 1.6480 -3.6615  -0.0220
C12 1.7022 0.4061 0.9121  -0.0397
C13 -1.8697 5.0907 -0.3041  -0.0003
C14 -2.6935 4.0051 -0.0454  0.0018
C15 -1.2881 -1.0325 0.7153  -0.0163
C16 0.2393 -0.3343 -2.7257  0.0066
C17 1.4499 -2.9803 0.3691  0.0033
C18 0.4625 -0.8151 -4.0268  0.0886
H1 0.8197 3.4529 -1.5769  -0.0013
H2 3.2622 1.1674 2.1191  -0.0026
H3 3.5854 -1.5507 -1.5964  0.0004
H4 -3.6775 4.1512 0.3777  -0.0001
H5 -2.9126 1.8623 -0.1827  -0.0014
H6 -1.3729 2.5927 -3.5223  0.0032
H7 3.3895 1.5969 0.3806  -0.0001
H8 -2.2207 6.0896 -0.0841  0.0000
H9 3.0418 -1.9671 -3.2191  0.0002
H10 0.1746 -0.4625 -6.1096  0.0005
H11 -1.0120 1.6724 -5.7987  0.0031
H12 -0.8289 -3.7377 -1.8835  0.0005
H13 0.5307 -4.8330 -2.1132  0.0007
H14 0.0421 5.7505 -1.0420  0.0001
H15 3.6262 -3.2257 -2.1374  0.0005
H16 0.4882 -2.9148 0.8791  -0.0007
H17 1.7909 -4.0104 0.4925  0.0009
H18 0.9741 -1.7537 -4.1852  0.0048
H19 0.0968 -3.6970 -3.3829  -0.0009
H20 2.1707 -2.3560 0.8980  -0.0019
H21 3.7152 -0.0507 0.9220  0.0027

Cartesian forces (eV/Å) of the 2 atoms listed first:
V 2.3 -1.3 0.9
Si 0.2 -0.3 0.4

***

[3]
A cluster of 7 separate species, C18H22BF6O18 in total. Source: the Open Molecules 2025 dataset; level of theory: ωB97M-V/def2-TZVPD.

Summary:
- Highest occupied orbital energy: -7.765 eV
- Orbital gap: 10.002 eV
- Spin multiplicity: 1
- Total charge: -1

Last column: Löwdin charge in e.
CARTESIAN COORDINATES (ANGSTROEM)
F1 0.6643 -3.5970 1.7519  0.0726
F2 0.5644 3.1391 -1.6381  0.0733
F3 -2.4522 2.7260 3.9564  0.0516
F4 2.2762 2.8052 0.6365  0.0619
F5 2.1256 -4.1577 -2.9304  0.0478
F6 -3.0446 0.4199 -3.1321  0.0228
O1 4.1716 -3.4415 0.4519  0.1986
O2 4.4918 2.8647 0.3643  0.1071
O3 -3.1186 -3.4549 -0.5940  0.1859
O4 -3.1636 -0.1173 4.0437  0.0731
O5 5.7917 1.4979 1.6113  0.1811
O6 -1.0249 -3.3696 0.2769  0.1263
O7 -1.5937 6.7800 -1.2889  0.1618
O8 -0.6051 -1.5244 -3.6830  0.0467
O9 -0.1980 5.1401 -0.6789  0.1348
O10 -1.5922 1.0102 5.1221  0.1391
O11 3.8059 -2.2865 -1.4350  0.0650
O12 -2.3522 4.6953 -0.8744  0.0773
O13 -2.5801 -1.7419 -2.6936  0.1357
O14 4.0157 0.6832 0.4871  0.0962
O15 -1.8537 -3.3597 -4.0702  0.1747
O16 -2.6605 -0.7018 6.1469  0.1728
O17 -2.7655 -3.3629 1.6210  0.0567
O18 2.2336 -3.6923 -0.7227  0.1425
C1 -2.3717 0.4826 3.0296  -0.0802
C2 -1.4037 5.6420 -0.9941  -0.5733
C3 -0.7935 -0.2370 -3.0479  -0.0376
C4 3.2349 2.6443 -0.3156  -0.2759
C5 -0.2044 3.7208 -0.6888  -0.3189
C6 4.8702 1.6423 0.8830  -0.5542
C7 3.4731 -3.2127 -0.4662  -0.5171
C8 -2.1960 -0.4365 -2.4381  -0.2896
C9 -1.7084 -2.3015 -3.5514  -0.5578
C10 -0.5138 -2.9598 1.5203  -0.3206
C11 1.7998 -3.2291 -1.9563  -0.2816
C12 -1.6918 1.5876 3.8353  -0.2792
C13 -2.4924 0.0150 5.2162  -0.5609
C14 3.4461 1.2229 -0.7069  -0.0705
C15 -1.6942 3.4108 -0.7952  -0.0416
C16 -1.6343 -3.3481 2.4971  -0.0213
C17 -2.3813 -3.3249 0.3238  -0.5413
C18 2.6695 -2.0075 -2.2080  -0.0947
B1 -0.2503 0.2291 0.1975  -0.4005
H1 -0.7049 1.8536 3.4600  0.1641
H2 -2.9347 0.8593 2.1813  0.1419
H3 -0.5945 1.0258 -0.6008  -0.0463
H4 0.1580 3.4455 0.2976  0.1449
H5 0.2991 0.8555 1.0396  -0.0228
H6 -2.2458 -0.1880 -1.3811  0.1278
H7 -1.4525 -4.3806 2.8096  0.1433
H8 -0.8890 0.5280 -3.8163  0.1361
H9 -0.0474 0.0084 -2.3021  0.0726
H10 -0.2979 -1.8895 1.5190  0.1092
H11 0.7434 -3.0013 -2.0643  0.1546
H12 -1.9010 -2.6372 3.2738  0.1287
H13 4.1237 1.1188 -1.5590  0.1512
H14 -1.2279 -0.2123 0.6916  -0.0420
H15 2.9463 -1.8590 -3.2532  0.1442
H16 3.0814 3.3985 -1.0794  0.1639
H17 -1.9922 2.9472 -1.7391  0.1364
H18 0.4656 -0.6237 -0.1957  -0.0158
H19 2.5873 0.6115 -0.9738  0.1095
H20 -1.5088 -0.0465 2.6143  0.0882
H21 2.1605 -1.0659 -1.9754  0.0967
H22 -2.0624 2.7574 -0.0099  0.1253

Cartesian forces (eV/Å) of the 2 atoms listed first:
F -0.3 -0.4 0.1
F 0.0 0.7 -0.5

***

[4]
A structure of composition C18H22BrN8O13SV. Source: the Open Molecules 2025 dataset; level of theory: ωB97M-V/def2-TZVPD.

Summary:
- Highest occupied orbital energy (spin up / spin down): -12.571 / -12.597 eV
- Orbital gap (spin up / spin down): 7.655 / 7.999 eV
- Spin multiplicity: 2
- Energy above the lowest of the compared OMol25 structures with the same formula, charge and spin: 0.095 eV
- Total charge: +1

Last column: Mulliken spin population.
CARTESIAN COORDINATES (ANGSTROEM)
Br1 2.6914 0.9626 -1.1101  0.0198
V1 1.2080 0.0027 0.3425  1.0445
S1 1.4866 7.0835 2.2186  -0.0001
O1 -0.0038 -0.7437 -0.7503  -0.0063
O2 -1.5816 -2.5618 2.5503  -0.0004
O3 2.1482 -0.2900 1.8957  -0.0497
O4 0.5925 -1.7196 -3.3192  -0.0002
O5 1.1856 7.4684 3.5709  0.0000
O6 2.5003 -3.7725 -2.0028  0.0034
O7 -1.3419 -1.3560 -4.2102  0.0000
O8 -3.5327 2.9928 1.1396  -0.0001
O9 -0.2937 -1.0347 1.7964  -0.0088
O10 -4.4432 -5.0863 -0.2441  0.0002
O11 2.6893 6.3264 1.9501  0.0000
O12 -2.6681 4.8132 1.9279  0.0002
O13 -4.2649 -4.9526 -2.3923  0.0002
N1 -3.9388 -4.6703 -1.2620  -0.0001
N2 -0.6247 -1.7011 -3.3053  -0.0003
N3 -2.6049 3.6729 1.5124  -0.0002
N4 2.3921 -1.3127 1.0525  -0.0495
N5 0.3309 1.6362 1.0886  -0.0366
N6 -0.1391 3.5919 1.9652  0.0015
N7 -1.0937 -1.9653 1.6336  0.0025
N8 2.3633 -3.0101 -0.8799  0.0102
C1 -1.0171 1.8404 0.9444  0.0137
C2 -2.8666 -3.6684 -1.1125  0.0013
C3 -2.2856 -3.1265 -2.2451  0.0000
C4 -2.4654 -3.2987 0.1480  -0.0033
C5 3.2721 -3.2063 -0.0060  0.0027
C6 0.1344 6.0491 1.6630  0.0004
C7 0.8416 2.7145 1.7058  0.0220
C8 -1.3107 3.0455 1.4762  0.0034
C9 2.2608 2.9224 2.0823  0.0015
C10 -0.8557 -1.7396 -0.8373  -0.0011
C11 4.0032 -2.5054 2.3992  -0.0060
C12 0.0606 4.8773 2.6500  -0.0003
C13 1.7774 8.2073 -0.2782  0.0000
C14 -1.2763 -2.2080 -2.0876  0.0018
C15 3.1873 -2.2966 1.1707  0.0323
C16 -1.4720 -2.3410 0.2737  -0.0022
C17 4.4105 -4.1693 -0.1084  0.0008
C18 1.4521 8.5150 1.1751  0.0000
H1 -1.6837 1.1328 0.4842  -0.0024
H2 0.3895 5.7060 0.6601  -0.0002
H3 4.5038 -4.7540 0.8072  -0.0003
H4 5.0631 -2.5356 2.1448  0.0014
H5 0.4713 8.9702 1.3203  0.0000
H6 4.2607 -4.8416 -0.9459  -0.0001
H7 -0.7915 6.6191 1.6379  0.0000
H8 2.4006 2.7137 3.1455  0.0009
H9 2.5704 3.9519 1.8964  0.0000
H10 2.1996 9.1657 1.6340  0.0000
H11 1.0135 7.5814 -0.7409  0.0000
H12 -0.7391 5.0231 3.3655  -0.0001
H13 3.7453 -3.4648 2.8505  0.0023
H14 0.9911 4.7784 3.2032  -0.0002
H15 1.8426 -3.3894 -2.6045  0.0000
H16 2.7402 7.7064 -0.3542  0.0000
H17 5.3500 -3.6319 -0.2559  -0.0003
H18 -2.9232 -3.7369 1.0222  -0.0001
H19 3.8278 -1.7107 3.1183  -0.0006
H20 1.8251 9.1356 -0.8450  0.0000
H21 2.8962 2.2471 1.5198  0.0028
H22 -2.6125 -3.4248 -3.2315  -0.0001

Cartesian forces (eV/Å) of the 2 atoms listed first:
Br 0.1 0.2 -0.3
V -0.1 -0.9 0.0

***

Number 1: maximum force 0.01167 hartree/bohr. Number 2: maximum force 0.07514 hartree/bohr. Number 3: maximum force 0.04855 hartree/bohr. Number 4: maximum force 0.01843 hartree/bohr.